Record 1
ORCA calculation (ωB97M-V/def2-TZVPD) on C18H57GaO24P7 as an isolated structure in a non-equilibrium geometry.

Each line ends with the Mulliken charge.
Positions of all 107 atoms, in Å:
C (-1.751, -1.498, 2.621)  -1.339
C (-0.416, -1.040, 3.229)  0.308
C (-0.472, 0.302, 3.980)  -0.382
O (0.788, 0.964, 3.736)  -0.493
Ga (2.157, 0.184, 4.763)  0.577
P (4.065, -0.421, 3.487)  -0.251
P (3.426, -1.567, 1.778)  0.735
O (2.878, -0.772, 0.685)  -0.639
O (2.327, -2.725, 2.161)  -0.495
O (4.738, -2.387, 1.206)  -0.524
H (-2.017, -0.801, 1.819)  0.249
H (-2.575, -1.585, 3.330)  0.355
H (-1.569, -2.457, 2.123)  0.329
H (0.286, -0.890, 2.407)  0.041
H (0.004, -1.774, 3.920)  0.139
H (-0.524, 0.182, 5.073)  0.245
H (-1.254, 0.985, 3.628)  0.261
H (1.626, -1.159, 5.499)  -0.324
H (2.519, 1.227, 5.934)  -0.346
H (4.871, -1.316, 4.247)  -0.011
H (2.378, -2.797, 3.127)  0.314
H (5.422, -2.395, 1.888)  0.276
C (-5.772, -5.628, 0.062)  -0.585
O (-5.554, -6.828, 0.800)  -0.489
P (-4.797, -6.669, 2.292)  1.102
O (-5.882, -5.825, 2.899)  -0.621
O (-3.572, -5.779, 1.706)  -0.206
C (-2.535, -6.439, 0.971)  -0.681
O (-3.993, -6.903, 3.775)  -0.264
C (-4.244, -8.144, 4.451)  -0.780
H (-6.779, -5.678, -0.353)  0.273
H (-5.681, -4.737, 0.677)  0.337
H (-5.050, -5.572, -0.757)  0.179
H (-2.283, -5.822, 0.109)  0.174
H (-2.851, -7.423, 0.612)  0.374
H (-1.654, -6.550, 1.604)  0.300
H (-3.907, -8.988, 3.847)  0.330
H (-5.310, -8.248, 4.672)  0.347
H (-3.687, -8.139, 5.385)  0.229
C (8.959, 4.086, 4.648)  -0.651
O (8.970, 3.386, 3.410)  -0.469
P (8.552, 1.766, 3.458)  1.175
O (7.156, 1.859, 3.960)  -0.556
O (9.641, 1.460, 4.646)  -0.328
C (11.022, 1.486, 4.298)  -0.757
O (8.575, 0.128, 3.039)  -0.282
C (8.347, -0.180, 1.649)  -0.758
H (8.494, 5.056, 4.473)  0.262
H (8.406, 3.559, 5.421)  0.331
H (9.987, 4.242, 4.985)  0.238
H (11.568, 1.997, 5.091)  0.250
H (11.197, 2.019, 3.360)  0.369
H (11.395, 0.464, 4.208)  0.253
H (9.131, 0.252, 1.025)  0.310
H (7.370, 0.193, 1.332)  0.385
H (8.367, -1.262, 1.535)  0.216
C (-0.250, -3.074, -3.156)  -0.683
O (-1.605, -2.963, -3.606)  -0.399
P (-2.463, -4.379, -3.770)  1.017
O (-2.447, -4.873, -2.365)  -0.403
O (-1.299, -5.066, -4.692)  -0.342
C (-1.127, -4.570, -6.018)  -0.774
O (-3.592, -5.459, -4.421)  -0.316
C (-4.944, -4.975, -4.542)  -0.715
H (-0.085, -2.289, -2.421)  0.309
H (-0.037, -4.039, -2.705)  0.307
H (0.423, -2.916, -4.001)  0.245
H (-0.060, -4.491, -6.221)  0.252
H (-1.578, -3.582, -6.146)  0.368
H (-1.576, -5.267, -6.729)  0.256
H (-4.988, -4.122, -5.220)  0.310
H (-5.335, -4.691, -3.562)  0.304
H (-5.555, -5.778, -4.949)  0.243
C (-3.019, 6.199, 0.711)  -0.880
O (-2.871, 5.517, -0.527)  -0.364
P (-3.237, 3.870, -0.525)  1.189
O (-4.680, 3.992, -0.148)  -0.722
O (-2.273, 3.581, 0.751)  -0.352
C (-0.854, 3.590, 0.518)  -0.757
O (-3.271, 2.221, -0.898)  -0.262
C (-3.379, 1.881, -2.292)  -0.602
H (-3.502, 7.156, 0.506)  0.264
H (-3.618, 5.642, 1.426)  0.406
H (-2.032, 6.386, 1.141)  0.290
H (-0.371, 4.112, 1.341)  0.268
H (-0.608, 4.102, -0.417)  0.329
H (-0.486, 2.565, 0.480)  0.288
H (-2.514, 2.249, -2.845)  0.258
H (-4.294, 2.301, -2.716)  0.349
H (-3.413, 0.796, -2.373)  0.209
C (-0.219, 4.619, -5.680)  -0.674
O (-0.356, 5.706, -4.768)  -0.470
P (-1.909, 6.151, -4.358)  1.080
O (-2.391, 4.897, -3.713)  -0.392
O (-2.362, 6.267, -5.926)  -0.346
C (-1.842, 7.358, -6.685)  -0.781
O (-3.173, 7.176, -3.928)  -0.305
C (-2.954, 8.024, -2.778)  -0.405
H (0.582, 3.981, -5.311)  0.274
H (-1.130, 4.033, -5.772)  0.321
H (0.059, 5.007, -6.662)  0.250
H (-1.562, 6.989, -7.671)  0.254
H (-0.958, 7.797, -6.216)  0.376
H (-2.611, 8.124, -6.794)  0.249
H (-2.124, 8.709, -2.959)  0.345
H (-2.753, 7.416, -1.893)  0.051
H (-3.858, 8.605, -2.612)  0.253

- Total charge: -1
- 2S+1: 1
- HOMO energy: -4.74 eV
- Orbital gap: 0.165 Ha
- LUMO energy: -0.25 eV



Record 2
ORCA calculation (ωB97M-V/def2-TZVPD) on a 8-piece molecular cluster, C18H57O23P5 overall in a non-equilibrium geometry.

Each line ends with the Mulliken charge.
Positions of all 103 atoms, in Å:
C (-2.019, -0.784, 6.003)  -0.584
O (-1.691, 0.600, 6.048)  -0.315
P (-0.766, 1.168, 4.893)  0.674
O (0.626, 0.731, 4.953)  -0.663
O (-0.969, 2.705, 5.043)  -0.388
C (-2.189, 3.350, 4.648)  -0.442
O (-1.539, 0.816, 3.560)  0.115
C (-0.996, -0.116, 2.608)  -0.775
H (-1.141, -1.417, 6.151)  0.279
H (-2.502, -1.029, 5.054)  0.202
H (-2.710, -0.999, 6.814)  0.264
H (-2.058, 4.096, 3.868)  0.266
H (-2.556, 3.872, 5.530)  0.319
H (-2.886, 2.581, 4.326)  0.109
H (-1.055, 0.367, 1.634)  0.171
H (-1.526, -1.062, 2.657)  0.378
H (0.065, -0.260, 2.828)  0.348
C (4.516, 1.350, 3.744)  -0.764
O (5.254, 0.647, 2.733)  -0.349
P (5.166, 1.089, 1.221)  0.938
O (4.788, 2.480, 1.026)  -0.772
O (6.562, 0.729, 0.616)  -0.372
C (7.045, -0.611, 0.450)  -0.596
O (4.261, -0.027, 0.554)  0.031
C (2.953, -0.231, 1.075)  -0.386
H (5.213, 1.899, 4.380)  0.291
H (4.076, 0.601, 4.405)  0.263
H (3.765, 2.013, 3.331)  0.391
H (7.947, -0.698, 1.048)  0.280
H (7.207, -0.793, -0.609)  0.226
H (6.319, -1.348, 0.795)  0.274
H (2.217, -0.185, 0.275)  -0.179
H (2.674, 0.541, 1.795)  0.354
H (2.869, -1.209, 1.547)  0.296
C (3.726, -1.666, -2.372)  -0.092
O (2.344, -1.842, -2.021)  0.407
P (1.850, -3.309, -1.762)  0.473
O (2.728, -4.064, -0.870)  -0.751
O (0.349, -3.114, -1.334)  -0.126
C (-0.313, -4.218, -0.699)  -0.764
O (1.658, -3.959, -3.207)  -0.269
C (2.517, -5.041, -3.600)  -0.700
H (4.226, -1.212, -1.519)  -0.127
H (3.817, -0.969, -3.202)  0.091
H (4.218, -2.603, -2.624)  0.294
H (0.326, -5.081, -0.527)  0.428
H (-1.263, -4.399, -1.190)  0.229
H (-0.611, -3.925, 0.316)  0.236
H (2.167, -5.961, -3.137)  0.274
H (3.560, -4.837, -3.376)  0.292
H (2.413, -5.146, -4.679)  0.232
C (6.300, 2.058, -4.567)  -0.751
O (5.170, 1.168, -4.576)  -0.196
P (3.858, 1.639, -5.316)  0.901
O (3.995, 2.249, -6.626)  -0.741
O (3.047, 0.307, -5.233)  -0.208
C (1.663, 0.284, -5.632)  -0.671
O (3.170, 2.605, -4.255)  -0.353
C (2.817, 2.127, -2.978)  -0.220
H (7.146, 1.466, -4.232)  0.222
H (6.130, 2.848, -3.830)  0.314
H (6.470, 2.516, -5.538)  0.314
H (1.589, -0.450, -6.428)  0.269
H (1.327, 1.262, -5.969)  0.382
H (1.086, -0.030, -4.764)  0.154
H (2.378, 2.959, -2.420)  0.389
H (3.707, 1.898, -2.376)  0.182
H (2.131, 1.282, -2.979)  -0.046
C (-4.018, 2.029, 1.606)  -0.334
O (-5.368, 1.966, 1.186)  -0.380
P (-6.208, 0.719, 1.694)  1.184
O (-5.487, -0.555, 1.704)  -0.577
O (-6.773, 1.232, 3.057)  -0.372
C (-7.635, 0.444, 3.868)  -0.697
O (-7.468, 0.776, 0.743)  -0.384
C (-7.567, -0.087, -0.403)  -0.495
H (-3.819, 2.994, 2.086)  0.415
H (-3.299, 1.975, 0.790)  -0.073
H (-3.708, 1.329, 2.385)  0.189
H (-7.178, 0.253, 4.836)  0.262
H (-7.889, -0.506, 3.399)  0.314
H (-8.540, 1.026, 4.038)  0.260
H (-8.008, 0.528, -1.177)  0.279
H (-8.184, -0.946, -0.136)  0.245
H (-6.595, -0.511, -0.654)  0.150
C (-4.105, -2.868, -0.842)  -0.195
O (-3.632, -4.049, -0.215)  -0.541
H (-3.896, -2.877, -1.919)  0.382
H (-5.177, -2.733, -0.674)  0.252
H (-3.576, -2.001, -0.440)  -0.184
H (-3.911, -4.832, -0.695)  0.291
C (-2.593, 3.415, -1.717)  -0.327
O (-3.433, 4.394, -2.272)  -0.555
H (-3.044, 2.468, -1.407)  0.071
H (-1.850, 3.103, -2.455)  0.265
H (-2.007, 3.831, -0.889)  0.280
H (-4.008, 4.720, -1.574)  0.303
C (-0.220, -0.152, -1.008)  -0.386
O (-1.481, 0.438, -0.631)  -0.281
H (0.474, 0.660, -1.182)  0.148
H (0.056, -0.836, -0.201)  0.099
H (-0.339, -0.785, -1.888)  0.346
H (-2.134, -0.262, -0.487)  0.093

- 2S+1: 1
- HOMO energy: -10.29 eV
- Orbital gap: 0.390 Ha
- LUMO energy: 0.32 eV



Record 3
ORCA calculation (ωB97M-V/def2-TZVPD) on a 10-piece molecular cluster, C18H59N3O10 overall in a non-equilibrium geometry.

Each line ends with the Mulliken charge.
Positions of all 90 atoms, in Å:
C (-16.575, -36.308, -9.922)  -0.494
O (-15.484, -36.741, -9.125)  -0.454
C (-15.083, -38.060, -9.442)  0.450
C (-14.222, -38.623, -8.323)  -0.051
C (-12.827, -37.973, -8.282)  -1.425
N (-14.125, -40.083, -8.496)  -0.225
H (-17.369, -37.053, -9.936)  0.168
H (-16.200, -36.134, -10.940)  0.287
H (-16.893, -35.339, -9.546)  0.343
H (-15.975, -38.684, -9.553)  -0.477
H (-14.482, -38.040, -10.361)  0.305
H (-14.718, -38.408, -7.372)  0.403
H (-12.171, -38.655, -7.730)  0.404
H (-12.763, -37.005, -7.785)  0.366
H (-12.340, -37.908, -9.259)  0.259
H (-13.511, -40.451, -7.776)  0.227
H (-13.563, -40.157, -9.356)  -0.065
C (-19.003, -35.109, -12.146)  -0.860
O (-19.386, -36.437, -11.962)  -0.316
C (-18.970, -37.323, -12.975)  -1.024
C (-19.184, -38.752, -12.562)  0.761
C (-18.436, -39.138, -11.270)  -1.038
N (-18.644, -39.646, -13.615)  -0.742
H (-19.101, -34.519, -11.236)  0.261
H (-19.694, -34.607, -12.838)  0.332
H (-17.996, -34.956, -12.547)  0.354
H (-19.562, -37.123, -13.886)  0.432
H (-17.936, -37.119, -13.287)  0.353
H (-20.256, -38.969, -12.456)  0.333
H (-18.584, -40.202, -11.100)  -0.138
H (-18.751, -38.609, -10.373)  0.474
H (-17.369, -38.987, -11.439)  0.422
H (-19.168, -39.526, -14.478)  0.293
H (-18.856, -40.567, -13.236)  0.097
C (-19.485, -44.614, -5.165)  -0.752
O (-19.921, -43.359, -5.621)  -0.357
C (-19.058, -42.869, -6.648)  -0.415
C (-19.534, -41.492, -7.061)  0.180
C (-20.989, -41.484, -7.520)  -1.494
N (-18.640, -40.907, -8.059)  -0.193
H (-19.626, -45.421, -5.896)  0.310
H (-20.068, -44.894, -4.287)  0.266
H (-18.421, -44.593, -4.902)  0.288
H (-18.008, -42.890, -6.338)  0.452
H (-19.101, -43.542, -7.517)  0.258
H (-19.510, -40.856, -6.171)  0.346
H (-21.145, -42.074, -8.431)  0.168
H (-21.400, -40.489, -7.675)  0.343
H (-21.629, -41.988, -6.794)  0.422
H (-18.385, -41.610, -8.749)  -0.165
H (-17.760, -40.671, -7.610)  0.275
C (-12.259, -43.139, -8.451)  -0.513
O (-11.615, -44.202, -9.139)  -0.522
H (-13.098, -42.835, -9.078)  -0.076
H (-12.667, -43.460, -7.488)  0.396
H (-11.622, -42.269, -8.270)  0.395
H (-11.177, -44.773, -8.504)  0.289
C (-15.016, -45.501, -7.894)  -0.242
O (-15.427, -45.150, -9.208)  -0.575
H (-14.673, -46.537, -7.907)  0.290
H (-14.162, -44.899, -7.562)  -0.050
H (-15.766, -45.333, -7.123)  0.227
H (-14.705, -44.697, -9.652)  0.286
C (-15.260, -44.368, -14.188)  -0.618
O (-14.365, -43.471, -13.514)  -0.428
H (-14.772, -45.154, -14.759)  0.307
H (-15.983, -44.749, -13.460)  0.276
H (-15.827, -43.668, -14.802)  0.187
H (-13.857, -43.938, -12.843)  0.254
C (-20.307, -42.522, -11.590)  -0.642
O (-20.098, -42.307, -12.984)  -0.503
H (-20.548, -41.576, -11.100)  0.276
H (-21.101, -43.248, -11.384)  0.416
H (-19.406, -42.931, -11.131)  0.157
H (-20.800, -41.740, -13.316)  0.276
C (-16.360, -41.916, -10.310)  1.438
O (-17.067, -42.909, -9.565)  -0.478
H (-16.805, -40.931, -10.212)  -0.963
H (-15.350, -41.878, -9.889)  -0.420
H (-16.366, -42.188, -11.369)  0.225
H (-16.553, -43.739, -9.555)  0.369
C (-12.617, -41.454, -11.872)  -0.539
O (-12.391, -40.411, -10.943)  -0.386
H (-12.224, -41.215, -12.862)  0.393
H (-12.120, -42.406, -11.623)  0.266
H (-13.681, -41.665, -11.818)  0.104
H (-11.486, -40.088, -10.970)  0.204
O (-18.494, -43.991, -14.672)  -0.646
H (-17.923, -43.393, -14.181)  0.291
H (-19.386, -43.730, -14.408)  0.334

- 2S+1: 1
- HOMO energy: -8.87 eV
- Orbital gap: 0.336 Ha
- LUMO energy: 0.28 eV



Q: What is the formula in the third record?
A: C18H59N3O10